(1)
The following is a quantum chemistry calculation of a cluster of 2 separate species, C4H5NO3 in total, from the OMol25 dataset.

```
13
Properties=species:S:1:pos:R:3
O 2.2752 -0.1162 -1.2044
N 1.6444 -0.3826 -0.1520
O 1.9260 -1.3488 0.5456
C 0.5080 0.3735 0.4467
C 0.1481 1.4880 -0.1640
O -0.7664 2.3806 0.2431
H 0.1819 -0.1257 1.4385
H 0.6009 1.5956 -1.1256
H -0.9986 2.0295 1.1873
C -1.9098 -1.3401 -0.0629
C -0.8404 -1.4058 -0.6028
H -2.8986 -1.4603 0.3005
H 0.1293 -1.6877 -0.8500
```

- charge = 0



(2)
The following is a quantum chemistry calculation of a cluster of 2 separate species, C4H5NO3 in total, from the OMol25 dataset.

```
13
Properties=species:S:1:pos:R:3
C -2.3102 -0.4000 -0.1225
C -0.0145 0.0034 -0.0882
C 2.3385 0.2806 -0.4689
C 2.3190 -0.1568 0.8096
H -3.0081 -1.1949 -1.1213
H 2.8023 -0.0609 -1.5496
H 2.0608 1.4544 -0.4565
H 1.6619 0.4638 1.5560
H 2.7919 -1.1325 1.3358
N 1.2144 -0.7339 -0.1706
O -2.6600 0.6157 0.4730
O -1.0097 -0.9097 -0.1086
O 0.0690 1.1995 -0.2831
```

- charge = 0



(3)
The following is a quantum chemistry calculation of an isolated molecule of C4H5NO3, from the OMol25 dataset.

```
13
Properties=species:S:1:pos:R:3
C 0.7066 -1.3641 1.1562
O 1.7198 -0.5130 0.4082
C 0.8740 0.3629 -0.1606
N 1.2248 1.4673 -0.7736
O 0.0765 1.7585 -1.3924
C -1.2094 0.8238 -1.1714
C -0.6396 0.1079 0.0733
O -0.4106 -1.3167 0.3145
H 0.6851 -1.1416 2.3393
H 1.3366 -2.2569 1.2704
H -1.1344 0.0267 -1.9598
H -2.2146 1.3717 -0.9188
H -1.0148 0.6733 0.8147
```

- charge = 0



(4)
The following is a quantum chemistry calculation of an isolated molecule of C4H5NO3, from the OMol25 dataset.

```
13
Properties=species:S:1:pos:R:3
C 0.3022 1.9733 1.0790
C 0.0097 0.7631 0.7706
N -0.3946 0.1897 -0.4356
O -0.6601 1.1323 -1.4223
C -0.1762 -1.1186 -0.8552
O -0.5083 -1.4163 -1.9853
C 0.4604 -2.1618 0.0380
O 1.1443 -1.8887 0.9721
H 0.6065 2.1189 2.1374
H 0.1637 2.8627 0.4379
H 0.0973 -0.0149 1.5465
H -1.3916 0.7600 -1.8801
H 0.3468 -3.1997 -0.4031
```

- charge = 0



The relative energies come out as (1) 0.1464; (2) 0.0733; (3) 0.1037; (4) 0.0000, with values in hartree.



(1)
The following is a quantum chemistry calculation of a cluster of 2 separate species, C4H11NO2 in total, from the OMol25 dataset.

```
18
Properties=species:S:1:pos:R:3
C 1.3718 -1.5712 -0.8786
C 0.9832 -0.4053 -0.0173
N -0.1171 0.3431 -0.4002
C -1.0500 0.8957 0.5479
C -0.9441 -0.1980 -1.5760
O 1.7264 0.0159 0.8228
H 1.7649 -1.2491 -1.9136
H 2.1878 -2.1997 -0.4927
H 0.5317 -2.2055 -1.1434
H -1.2199 1.9439 0.5187
H -0.7347 0.7556 1.5921
H -2.1001 0.4537 0.5924
H -0.2867 -0.7698 -2.3116
H -1.7845 -0.8442 -1.3031
H -1.2197 0.6270 -2.2013
H 1.0119 1.2055 2.5650
H -0.4911 1.5865 2.6253
O 0.3702 1.6161 2.9734
```

- charge = +1
- multiplicity = 2
- ⟨S²⟩ = 0.77



(2)
The following is a quantum chemistry calculation of a cluster of 2 separate species, C4H11NO2 in total, from the OMol25 dataset.

```
18
Properties=species:S:1:pos:R:3
C 0.3937 -0.4715 0.9475
N -0.1374 0.3383 -0.0335
C -1.3645 1.1850 0.3140
C -1.0195 2.4531 1.0055
C 0.7056 0.5438 -1.2497
O 1.6244 -0.8239 0.8533
H -0.3225 -0.6142 1.8181
H -1.8518 0.3909 0.9049
H -1.9546 1.3820 -0.6471
H -1.5790 3.3921 0.7696
H -1.1755 2.4097 2.0399
H 0.1191 2.7460 0.8513
H 1.3952 -0.2945 -1.2144
H 0.2118 0.6226 -2.2530
H 1.3358 1.4770 -0.9924
H 1.1312 -4.3731 -0.4629
H 0.8964 -5.3765 -1.6143
O 1.5918 -4.9868 -1.0368
```

- charge = +1
- multiplicity = 2
- ⟨S²⟩ = 0.79



The relative energies come out as (1) 0.0316; (2) 0.0000, with values in hartree.



(1)
The following is a quantum chemistry calculation of a cluster of 2 separate species, C4H11NO2 in total, from the OMol25 dataset.

```
18
Properties=species:S:1:pos:R:3
C -1.6644 1.5618 0.6116
C -0.5913 0.4932 0.4069
C -0.8537 -0.8625 1.0596
C 0.5269 -1.4707 1.4157
N 1.3349 -1.8453 0.4334
O 0.7310 -1.5216 2.6142
H -2.6760 1.3148 0.2884
H -1.8337 1.6246 1.6928
H -1.3030 2.5609 0.3779
H 0.2574 1.0055 0.8579
H -0.3649 0.3734 -0.6621
H -1.4058 -1.5815 0.4482
H -1.4417 -0.7024 1.9632
H 1.1424 -1.5882 -0.5099
H 2.2778 -2.0494 0.7358
H 2.3293 0.3557 -4.2755
H 1.8718 1.6259 -3.7888
O 1.6629 0.7057 -3.6692
```

- charge = +1
- multiplicity = 2
- ⟨S²⟩ = 0.76



(2)
The following is a quantum chemistry calculation of the ion C4H11NO2 with charge +1, from the OMol25 dataset.

```
18
Properties=species:S:1:pos:R:3
C 0.2756 1.3390 0.1953
C -0.5610 0.0638 0.3058
C -1.8324 -0.0096 -0.5493
O -2.5325 1.1944 -0.6367
N 0.2753 -1.1117 -0.0017
C 1.5501 -1.2655 0.5589
O 2.6760 -0.6549 -0.1196
H -0.3566 2.2105 0.2595
H 0.7580 1.3560 -0.7835
H 1.0469 1.3585 0.9524
H -0.8562 -0.1196 1.3436
H -1.5986 -0.3597 -1.5557
H -2.4889 -0.7895 -0.1418
H -2.4618 1.6422 0.2139
H 0.3013 -1.3032 -1.0089
H 1.8715 -2.2941 0.2798
H 1.5495 -1.0330 1.6236
H 2.3841 -0.2234 -0.9355
```

- charge = +1
- multiplicity = 2
- ⟨S²⟩ = 0.76



(3)
The following is a quantum chemistry calculation of a cluster of 2 separate species, C4H11NO2 in total, from the OMol25 dataset.

```
18
Properties=species:S:1:pos:R:3
C -0.5358 -1.1305 2.0967
C -0.5392 -1.3586 0.6168
N -0.7411 -0.2446 -0.2328
C -0.6072 1.1264 0.0480
C 0.4636 1.8600 -0.8360
O -0.5321 -2.4457 0.0906
H -1.5031 -0.6789 2.3237
H -0.3490 -2.0168 2.6963
H 0.2172 -0.4193 2.4431
H -1.0545 -0.5424 -1.1670
H -0.3657 1.2538 1.0839
H -1.5677 1.6210 -0.1336
H 0.3405 2.9043 -0.5571
H 0.3288 1.6215 -1.8859
H 1.4486 1.4960 -0.5482
H 0.9603 -0.7213 -1.8681
H 2.1867 -1.5904 -1.9378
O 1.8498 -0.7344 -2.2327
```

- charge = +1
- multiplicity = 2
- ⟨S²⟩ = 0.77



The relative energies come out as (1) 0.0000; (2) 0.0464; (3) 0.0084, with values in hartree.



(1)
The following is a quantum chemistry calculation of a structure of composition C2HFO3S, from the OMol25 dataset.

```
8
Properties=species:S:1:pos:R:3
C -0.6757 0.3052 -0.0154
C -0.1607 -1.3921 -0.7189
O -0.1412 -2.3677 -0.0962
O 0.0622 2.4161 1.2654
O 1.9730 1.0964 0.3527
F -0.1015 -1.3333 -2.0181
S 0.5742 1.2284 0.6594
H -1.5303 0.0470 0.5711
```

- charge = 0



(2)
The following is a quantum chemistry calculation of a cluster of 2 separate species, C2HFO3S in total, from the OMol25 dataset.

```
8
Properties=species:S:1:pos:R:3
C 0.5235 0.7352 0.8603
C -1.5640 0.2116 -0.0861
O -2.3887 0.9862 0.2422
O 2.5059 -0.4852 -0.6483
O 0.8110 -1.8424 0.3764
F -1.6218 -0.7676 -0.9385
S 1.2218 -0.5352 -0.0268
H 0.5123 1.6974 0.2208
```

- charge = 0



The relative energies come out as (1) 0.0000; (2) 0.0743, with values in hartree.



(1)
The following is a quantum chemistry calculation of the ion C4H7N2 with charge +1, from the OMol25 dataset.

```
13
Properties=species:S:1:pos:R:3
C 2.3484 0.5102 -0.2941
C 0.9634 0.8013 -0.1042
N -0.1235 1.1921 -0.2003
N -1.4345 1.3266 0.0093
C -2.0218 0.1812 0.1274
C -1.2684 -1.1126 0.3064
H 2.4593 -0.4313 0.0672
H 3.1555 1.1941 0.2316
H 2.5260 0.4115 -1.3220
H -3.0869 0.2466 0.4846
H -2.0152 -1.7758 0.7076
H -0.2807 -1.0726 0.7607
H -1.2217 -1.4714 -0.7743
```

- charge = +1



(2)
The following is a quantum chemistry calculation of a structure of composition C4H7N2, from the OMol25 dataset.

```
13
Properties=species:S:1:pos:R:3
C 1.4989 -0.0692 -0.6311
C 0.1751 -0.1152 -0.8649
C -0.8480 -0.0982 -1.8362
C -0.3528 0.2135 2.1224
N 1.5217 0.0329 0.7256
N 0.2912 0.1589 0.9232
H 2.2276 -0.3224 -1.3758
H -1.2573 0.8343 -1.9994
H -1.6872 -0.8626 -1.6966
H -0.3092 -0.3651 -2.8893
H 0.4340 0.4967 2.9527
H -0.5352 -0.7492 2.5545
H -1.1589 0.8457 2.0149
```

- charge = +1



(3)
The following is a quantum chemistry calculation of the ion C4H7N2 with charge +1, from the OMol25 dataset.

```
13
Properties=species:S:1:pos:R:3
C 1.4925 -0.5782 0.2232
N 0.1918 -0.6282 0.5973
C -1.0380 -1.0571 -0.1032
C -1.1595 0.4459 -0.5375
C -0.0040 0.8141 0.4592
N 1.4813 0.7472 0.0200
H 2.4493 -1.0688 0.1151
H -1.7681 -1.4102 0.7482
H -0.7664 -1.7402 -0.9584
H -0.9314 0.4845 -1.5573
H -2.0319 1.0528 -0.3107
H -0.1878 1.5167 1.2512
H 2.2721 1.4213 0.0530
```

- charge = +1



(4)
The following is a quantum chemistry calculation of a structure of composition C4H7N2, from the OMol25 dataset.

```
13
Properties=species:S:1:pos:R:3
C 1.7761 0.5928 0.0765
C -1.6710 -0.1000 0.0153
C -0.3777 -0.9697 -0.0086
C -0.6734 1.0381 -0.0719
N 2.5025 -0.3810 -0.1052
N 0.3407 0.2965 0.0502
H 1.8897 1.5263 0.4607
H -2.3140 -0.3629 -0.9736
H -2.3978 0.1153 0.8732
H 0.0163 -1.5131 0.8687
H -0.1815 -1.5015 -0.9383
H -0.6278 2.1630 -0.0173
H 3.5459 -0.3739 0.0323
```

- charge = +1



The relative energies come out as (1) 0.0293; (2) 0.1143; (3) 0.0183; (4) 0.0000, with values in hartree.